21
Properties=species:S:1:pos:R:3:forces:R:3 method="wB97M-V/def2-TZVPD" multiplicity=2 charge=+1 homo_lumo_gap_ev="11.6 / 6.5"
S 1.464134 1.222416 -1.976842 -0.3314 -0.5541 0.6582
H 1.285211 -1.192804 -1.590700 -0.2677 0.2195 -0.0167
H 1.536276 0.529679 2.999304 0.3474 0.3591 -0.0629
H -2.186459 -2.083928 0.909764 0.0508 0.0468 -0.4235
O 2.052013 0.042899 2.350385 0.2288 -0.2963 -0.7702
C -0.457807 0.769670 0.156886 0.0939 -0.7757 -0.4212
H -0.565462 0.162478 -1.933530 0.7484 -0.5525 0.5851
C 2.050067 -0.479273 -1.877941 0.1547 0.1425 -0.6132
H -0.932932 1.665412 -1.794948 0.8432 1.1964 0.4139
H -2.619649 0.751787 0.468842 0.0133 0.1676 -0.4069
H -0.447851 1.697122 0.730819 0.1016 -0.0593 -0.1261
H 2.419999 -0.687224 -2.893903 -0.0815 -0.0445 0.1881
C -0.185370 1.009339 -1.326424 -1.6897 -0.1891 -1.8170
H -2.054985 -0.462758 -0.711062 -0.0428 0.5380 -0.3009
H -2.618910 -0.859766 2.067150 0.0636 0.0168 -0.0291
C -1.906660 -1.103420 1.277779 0.5258 0.9592 0.6126
H 0.341447 0.116636 0.504820 -0.0791 -0.0177 0.4563
H 2.898457 -0.598034 -1.215313 0.2746 0.3429 0.2432
C -1.826031 0.050268 0.222943 -0.3864 -1.1320 0.8077
H -0.925534 -1.172332 1.748923 -0.0524 -0.3416 0.1764
H 2.680038 0.621827 1.883052 -0.5150 -0.0261 0.8459

=====

18
Properties=species:S:1:pos:R:3:forces:R:3 method="wB97M-V/def2-TZVPD" multiplicity=1 charge=+1 homo_lumo_gap_ev=12.2
O -1.638025 -1.794671 -1.039308 3.6617 4.2898 -0.4883
N -0.065084 -0.209248 -0.560839 -0.9976 -1.1434 -0.2832
H 1.722448 -0.085861 2.299657 0.2864 0.9179 1.6804
H -3.452008 0.742090 2.102925 -0.2535 0.0957 0.4600
H 1.541635 -1.267260 1.133323 0.0665 0.0742 -0.0845
C 0.609437 0.547433 0.515512 -0.5063 1.3979 1.7884
H 1.690668 0.487247 -1.250293 0.3137 0.4412 -0.6447
H -1.570313 0.331863 -1.879654 -0.6331 -1.6463 1.8089
H -0.029806 1.245749 1.124676 0.2280 -1.2417 -0.8472
C 0.760156 0.908555 -0.904636 1.8796 1.0708 -1.0688
H 0.324486 -1.112055 -0.848936 0.0800 0.1118 0.5039
C -1.516863 -0.289894 -0.875150 0.4325 -0.6549 -1.6290
C -2.885509 0.472802 1.255451 0.6700 0.0035 -1.5292
H -2.512465 -1.937147 -0.881079 -4.1317 -1.2086 0.6663
H 0.417263 1.792818 -1.511265 -0.1354 -1.0464 1.1947
C 1.718053 -0.191744 1.266477 -0.6949 -0.9176 -3.0974
C -2.287512 0.264032 0.226903 -0.7087 -0.5620 0.7082
H 2.619614 0.035277 0.697054 0.4427 0.0180 0.8616

=====

37
Properties=species:S:1:pos:R:3:forces:R:3 method="wB97M-V/def2-TZVPD" multiplicity=6 homo_lumo_gap_ev="7.9 / 8.8"
O -1.668941 1.885150 -1.975051 -0.5013 -0.7399 -0.4502
C -1.258555 -2.208226 -0.169337 -0.4490 0.5272 -0.2117
H -3.021172 -1.555737 -1.177051 0.8178 0.1234 -0.5045
C -0.123728 2.722945 1.448224 0.1158 0.5840 0.8780
H -2.137280 -2.822317 -2.145787 0.1656 0.8065 0.7353
C -2.011329 -1.910208 -1.489620 1.1933 -0.2944 0.9327
O -3.552604 1.672630 -3.147958 -0.0306 -0.5222 -0.1433
H 3.205488 -0.902708 2.131898 -0.1000 -0.0310 -0.3085
C 1.358624 -1.201932 -2.075783 -0.4583 0.6124 1.0315
H -0.283082 -2.690974 -0.247419 -0.0591 0.0813 -0.3177
H -1.607575 -0.274417 -4.126956 -0.2894 0.6340 0.2077
N 3.246935 -0.648816 3.095992 -0.0177 -0.3661 -0.0319
H -0.240589 4.001556 3.167790 -0.0597 0.6411 0.1085
C -2.515289 1.203856 -2.736883 0.8131 1.4568 0.2399
C 1.734546 1.292762 2.845206 0.7526 -0.6101 0.8492
H 1.668010 0.025698 1.057289 -0.1194 -0.3372 0.0766
H -0.838303 3.292479 0.838063 0.2494 -0.3571 0.2910
N -1.207869 -0.871131 -2.174779 -0.4982 -0.8757 -0.7228
O 2.322461 -1.871238 -2.363345 -0.0646 -0.1596 -0.2915
C 0.265268 3.176894 2.721658 0.5929 -0.9415 -0.1057
N 0.375988 1.618569 0.927381 0.3701 -1.0734 -0.0657
O 3.154055 0.763598 4.771845 -1.1511 0.7677 -0.7498
O -1.141458 -0.915367 0.471173 -0.0954 0.2993 0.1797
O 1.334565 -0.274233 -1.142862 0.1620 -0.5415 -0.8080
H 0.131193 -1.120485 -3.805037 -0.0610 0.3854 -0.5901
C -2.072741 -0.215361 -3.132359 -1.8890 -0.3118 -1.0596
H -3.052295 -0.768404 -3.236092 1.0050 0.4008 -0.0417
H 1.630976 2.767810 4.396500 -0.0812 0.0120 -0.2426
H 3.884495 -1.155258 3.702072 -0.1574 0.2191 -0.3502
H -0.510061 -0.813954 1.208392 -0.4084 -0.8842 -0.5257
Mn -0.326622 0.830698 -1.029831 0.0382 -0.0554 0.7020
H -1.942316 -2.836043 0.366397 -0.0818 -0.4729 0.8441
C 1.259739 0.843816 1.629698 -0.3931 2.1185 -0.5656
H -0.066550 -2.547192 -2.863429 -0.1940 -0.0712 -0.0138
C 1.262938 2.479682 3.413610 -0.9840 -0.0722 -0.6020
C -0.006040 -1.459239 -2.798686 0.8782 -0.6517 0.7874
C 2.749123 0.485097 3.645074 0.9897 -0.3004 0.8390

=====

20
Properties=species:S:1:pos:R:3:forces:R:3 method="wB97M-V/def2-TZVPD" multiplicity=1 homo_lumo_gap_ev=10.0
Si -0.341928 -0.119626 0.099330 5.6878 0.1225 1.6225
H 0.324279 -3.312640 -0.836721 0.0451 -0.5977 -0.0338
O -0.110713 -1.553510 0.783893 0.0591 -0.3952 -0.0386
F 3.031683 0.067383 -0.394330 -0.8891 -0.0292 -0.0213
O -1.431653 0.002141 -0.957087 -1.9305 -0.0431 -1.7475
Si 0.234194 1.993277 2.398568 -0.5400 -1.7595 2.9100
Si -2.153934 0.910753 -2.150737 0.5911 1.8813 1.8142
H -3.349122 0.195235 -2.404159 -0.8798 -0.4939 -0.7164
H -0.917424 -3.920750 1.452535 1.7771 0.7297 -1.3364
H 1.543256 2.604402 2.426100 0.6192 -0.1255 -0.2200
H -0.764979 2.942389 2.248536 -1.1437 1.8938 0.3718
F 2.097664 -0.459613 -2.273403 -0.4978 0.6071 0.7083
C 1.883994 0.275317 -1.122428 -1.0356 0.1091 0.5350
F 1.972881 1.616381 -1.491374 -0.2867 -1.0560 0.0885
H -1.122778 1.115969 -3.165353 -0.1971 -0.0524 -0.3884
O -0.264413 1.047172 1.211336 -0.0834 -1.7837 -2.5406
H -0.092374 1.041437 3.669101 0.7523 1.3739 -1.1732
Si 0.307794 -3.187076 0.624686 -1.3002 0.3683 1.6123
H -2.499728 2.249132 -1.415052 0.2329 -1.0394 -0.9112
H 1.653300 -3.507773 1.296568 -0.9808 0.2900 -0.5350